C4H8NS | wB97M-V/def2-TZVPD

Calculated values
**Multiplicity**: 1
**Charge**: +1
**Calculated total energy**: -609.79024 hartree
**Max |F|**: 0.1411 Eh/bohr
**Frontier orbital gap**: 7.9001 eV
**SMILES**: C=[N+](C)[C@H]1CS1

The geometry in XYZ format:
```
14
Properties=species:S:1:pos:R:3:nbo_charge:R:1
C 1.365 -0.700 0.435 0.124
N 0.244 -0.026 0.488 -0.268
C 0.142 1.131 1.437 -0.421
C -0.741 -0.333 -0.439 -0.202
C -0.774 -0.305 -1.941 -0.463
S -0.963 -1.966 -1.196 0.231
H 2.270 -0.476 1.039 0.229
H 1.718 -1.530 -0.163 0.255
H 0.653 0.818 2.364 0.246
H -0.957 1.281 1.770 0.257
H 0.536 2.049 1.116 0.252
H -1.907 -0.002 0.050 0.263
H -1.647 0.061 -2.342 0.240
H 0.062 -0.003 -2.618 0.258
```